(1)
ORCA calculation (ωB97M-V/def2-TZVPD) on a cluster of 2 separate species, C3H3NO2S in total.

molecular weight: 117.13 g/mol
orbital gap: 9.576 eV
LUMO level: -0.018 Ha
energy: -719.454165 Ha
energy above the lowest of the compared OMol25 structures with the same formula, charge and spin: 79.13 kcal/mol

CARTESIAN COORDINATES (ANGSTROEM)
C -1.6512 -0.0078 -0.0280
C 2.5172 -0.0965 0.0083
C -1.7916 -1.2918 -0.0410
N 2.1800 0.9808 0.3740
O 2.9850 -1.1306 -0.2309
O -0.2885 2.1234 -0.1883
S -1.6539 1.5994 0.0106
H -1.9712 -1.8407 -0.9552
H -1.6997 -1.8942 0.8520
H 1.3740 1.5580 0.1987

Cartesian forces (eV/Å) of the 2 atoms listed first:
C -0.46 1.46 0.12
C 0.20 0.01 0.23


(2)
ORCA calculation (ωB97M-V/def2-TZVPD) on a structure of composition C24H15BrFN11OZr.

molecular weight: 663.59 g/mol
orbital gap: 7.354 eV
LUMO level: -0.049 Ha
energy: -4322.152413 Ha
energy above the lowest of the compared OMol25 structures with the same formula, charge and spin: 12.12 kcal/mol

CARTESIAN COORDINATES (ANGSTROEM)
Zr -0.2182 0.2260 -0.3410
Br 6.8484 -0.0901 0.9777
C 5.0692 0.4170 0.5840
C 4.7782 1.0312 -0.6351
C 3.4892 1.4211 -0.9235
C 2.4506 1.1906 -0.0194
O 1.2130 1.6119 -0.3112
C 2.7507 0.5429 1.1963
C 1.7169 0.3075 2.1859
N 0.4840 0.2980 1.8603
C -0.5972 0.2124 2.7591
C -0.6107 -0.4571 3.9454
C -1.7641 -0.4378 4.7587
C -2.8712 0.2632 4.3795
C -2.8845 0.9605 3.1474
C -3.9811 1.7365 2.7037
C -3.9036 2.4042 1.5209
C -2.7500 2.2586 0.7290
N -1.7181 1.5279 1.0886
C -1.7572 0.9044 2.3168
C 4.0721 0.1849 1.4944
H 5.5709 1.2038 -1.3509
H 3.2432 1.9016 -1.8617
H 2.0169 0.1857 3.2273
H 0.2608 -1.0206 4.2571
H -1.7598 -0.9818 5.6936
H -3.7511 0.2926 5.0103
H -4.8706 1.7979 3.3201
H -4.7207 3.0114 1.1570
H -2.6983 2.7298 -0.2404
H 4.2933 -0.2943 2.4406
N -2.1791 -2.6921 -1.1046
C -2.7093 -1.4614 -1.4433
N -3.8004 -1.2899 -2.1472
N -3.9185 0.0554 -2.2673
N -2.9564 0.6531 -1.6697
N -2.1488 -0.2933 -1.1105
C -0.9493 -2.7916 -0.5055
N -0.1473 -3.8295 -0.5537
N 0.9657 -3.4370 0.1128
N 0.8427 -2.2431 0.5555
N -0.4100 -1.7917 0.2073
H -2.4996 -3.4866 -1.6339
F 1.9977 -0.3418 -6.2586
C 1.5244 -0.2923 -4.9933
C 1.7661 -1.3549 -4.1498
C 1.2746 -1.2887 -2.8508
C 0.5566 -0.1850 -2.3883
C 0.3418 0.8621 -3.2921
C 0.8162 0.8252 -4.5943
H 2.3251 -2.2103 -4.5078
H 1.4727 -2.1292 -2.1942
H -0.2113 1.7486 -2.9876
H 0.6454 1.6337 -5.2938

Cartesian forces (eV/Å) of the 2 atoms listed first:
Zr -0.13 0.82 0.46
Br -0.01 0.00 -0.01


(3)
ORCA calculation (ωB97M-V/def2-TZVPD) on the molecule C2H5NO2.

molecular weight: 75.07 g/mol
orbital gap: 10.444 eV
SMILES: NC(=O)CO
LUMO level: 0.023 Ha
energy: -284.448526 Ha
energy above the lowest of the compared OMol25 structures with the same formula, charge and spin: 11.82 kcal/mol

CARTESIAN COORDINATES (ANGSTROEM)
N -0.9590 -1.0007 -0.0051
C -0.4746 0.0647 -0.6963
O -0.9434 0.4358 -1.7597
C 0.7857 0.6081 -0.0881
O 1.0184 0.2728 1.2605
H -1.6756 -1.5497 -0.4458
H -0.5957 -1.3277 0.8772
H 1.5127 -0.0708 -0.6386
H 0.8945 1.6742 -0.3260
H 0.4606 0.8515 1.7890

Cartesian forces (eV/Å) of the 2 atoms listed first:
N -0.51 -0.34 -0.02
C -0.82 -0.53 0.07


(4)
ORCA calculation (ωB97M-V/def2-TZVPD) on the ion C3H9N2O2 with charge +1.

molecular weight: 105.12 g/mol
orbital gap: 12.575 eV
SMILES: C[N+](C)(O)C(N)=O
LUMO level: -0.118 Ha
net charge: +1
energy: -379.369033 Ha
energy above the lowest of the compared OMol25 structures with the same formula, charge and spin: 85.21 kcal/mol

CARTESIAN COORDINATES (ANGSTROEM)
C 0.7832 -0.4678 -1.1373
N 0.2518 -0.0102 0.1311
C 0.8440 -0.7531 1.2417
O 0.5710 1.3451 0.3692
C -1.3833 -0.0831 0.1332
N -1.9716 1.0517 -0.2695
O -1.7996 -1.1358 0.3779
H 1.6712 0.0238 -1.5287
H 1.1110 -1.5355 -1.0663
H 0.1053 -0.1347 -1.9944
H 1.9761 -0.5181 1.0563
H 0.5443 -0.4707 2.1677
H 0.6927 -1.8277 1.1579
H 1.2734 1.5702 -0.2596
H -1.7192 2.0093 -0.0135
H -2.9503 0.9367 -0.3657

Cartesian forces (eV/Å) of the 2 atoms listed first:
C -0.23 -0.61 -3.02
N -0.92 1.40 0.73


(5)
ORCA calculation (ωB97M-V/def2-TZVPD) on a cluster of 11 separate species, C13H33FN10O23 in total.

molecular weight: 716.45 g/mol
orbital gap: 9.831 eV
SMILES: O=C1OC[C@@H](F)O1.C[N+](=O)[O-].C[N+](=O)[O-].C[N+](=O)[O-].C[N+](=O)[O-].C[N+](=O)[O-].C[N+](=O)[O-].C[N+](=O)[O-].C[N+](=O)[O-].C[N+](=O)[O-].C[N+](=O)[O-]
LUMO level: -0.033 Ha
energy: -2892.150597 Ha

CARTESIAN COORDINATES (ANGSTROEM)
O -0.0641 -3.3786 -0.1337
C 0.0818 -2.2176 -0.0234
O -0.3564 -1.4933 1.0256
C 0.0349 -0.1176 0.8857
C 0.4442 -0.0533 -0.5947
F 1.6325 0.6568 -0.7715
O 0.6408 -1.3863 -0.9669
H -0.8101 0.5276 1.0910
H 0.8977 0.1059 1.5128
H -0.3075 0.3808 -1.2596
C 1.9036 -0.4085 -3.8585
N 2.1515 0.3844 -5.0953
O 1.8815 1.5516 -5.1179
O 2.6036 -0.2294 -6.0235
H 2.5418 0.0164 -3.0898
H 2.1644 -1.4401 -4.0397
H 0.8544 -0.2725 -3.6178
C -4.0744 2.9466 -0.3563
N -3.7649 1.6088 0.1994
O -2.7193 1.1091 -0.1678
O -4.6581 1.0588 0.8476
H -3.2185 3.6019 -0.2354
H -4.9569 3.3516 0.1113
H -4.1994 2.8418 -1.4344
C -2.6963 -5.5824 1.5987
N -2.6457 -4.1159 1.3338
O -3.1275 -3.7215 0.2944
O -2.2054 -3.4234 2.1830
H -2.2213 -6.0712 0.7541
H -3.7547 -5.8062 1.6321
H -2.1174 -5.7704 2.4910
C 4.2466 4.2563 -2.5028
N 3.4845 2.9719 -2.6229
O 2.3135 3.0013 -2.3684
O 4.0898 2.0025 -2.9642
H 3.5562 4.9635 -2.0726
H 4.6607 4.4946 -3.4722
H 5.0393 3.9587 -1.8160
C 4.6329 -0.9936 -0.6807
N 3.9213 -1.1056 0.6339
O 3.8167 -2.2195 1.1119
O 3.4079 -0.0847 1.1096
H 3.9460 -1.3976 -1.4163
H 5.5710 -1.5257 -0.6233
H 4.7891 0.0679 -0.8454
C -1.1832 3.0947 -2.3499
N -1.8001 3.5679 -3.5981
O -2.9116 4.0714 -3.5080
O -1.1721 3.4548 -4.6114
H -0.1090 3.0174 -2.4928
H -1.5529 2.0758 -2.2351
H -1.4246 3.7289 -1.5138
C -3.8225 -1.5192 -2.3168
N -2.6615 -0.6793 -2.6901
O -1.5988 -1.2460 -2.8111
O -2.8482 0.4873 -2.9208
H -3.6897 -1.7066 -1.2462
H -3.7520 -2.4625 -2.8372
H -4.7437 -0.9727 -2.4528
C 3.7966 3.0347 1.3442
N 5.1515 2.4520 1.1632
O 5.5286 2.2528 0.0339
O 5.8495 2.4079 2.1415
H 3.5161 3.0027 2.3908
H 3.0844 2.3940 0.8300
H 3.8366 4.0612 1.0018
C 0.2556 -2.6562 5.0487
N 0.3037 -3.9291 5.8093
O -0.3812 -4.8659 5.4024
O 1.1441 -4.0136 6.6771
H 1.1187 -2.6754 4.3959
H 0.3001 -1.8198 5.7409
H -0.6889 -2.5842 4.5275
C -3.8930 -0.4310 3.7858
N -3.8108 -1.1027 5.1037
O -4.7462 -0.9406 5.8495
O -2.8290 -1.7082 5.3897
H -3.6280 0.6212 3.8265
H -4.8783 -0.5504 3.3538
H -3.1707 -0.9055 3.1232

Cartesian forces (eV/Å) of the 2 atoms listed first:
O 0.25 -0.69 -0.24
C -0.30 0.95 0.09


(6)
ORCA calculation (ωB97M-V/def2-TZVPD) on the ion C3H8NS with charge -1.

molecular weight: 90.17 g/mol
orbital gap: 6.572 eV
SMILES: C[C@@H](N)C[S-]
LUMO level: 0.157 Ha
net charge: -1
energy: -572.027531 Ha
energy above the lowest of the compared OMol25 structures with the same formula, charge and spin: 31.83 kcal/mol

CARTESIAN COORDINATES (ANGSTROEM)
C -0.0832 0.8726 -1.0230
C 0.2515 -0.4814 -0.3113
N 1.5522 -0.4488 0.3223
C -1.0499 -0.6227 0.6833
S -1.1537 0.7225 1.8819
H 0.5579 1.0998 -1.9418
H -1.2411 1.0623 -1.0944
H 0.2627 1.7013 -0.2383
H 0.2590 -1.2528 -1.1640
H 1.4191 -0.7744 1.3230
H 2.2246 0.2965 0.4645
H -1.0150 -1.6271 1.0399
H -1.9841 -0.5477 0.0579

Cartesian forces (eV/Å) of the 2 atoms listed first:
C 0.64 2.36 1.28
C -2.06 1.89 -1.68


(7)
ORCA calculation (ωB97M-V/def2-TZVPD) on a cluster of 2 separate species, BrH2O2PS in total.

molecular weight: 176.96 g/mol
orbital gap (alpha / beta): 7.857 / 7.877 eV
LUMO level (alpha / beta): -0.079 / -0.080 Ha
energy: -3465.202034 Ha
energy above the lowest of the compared OMol25 structures with the same formula, charge and spin: 78.00 kcal/mol

CARTESIAN COORDINATES (ANGSTROEM)
O -1.1634 0.4028 1.0852
O -0.1532 -1.2524 -1.4962
P 0.0944 0.5494 0.2364
S 0.4972 2.3998 -0.0948
Br 1.6720 -0.6220 1.2810
H -1.7143 -0.3654 0.8786
H 0.7673 -1.1121 -1.8902

Cartesian forces (eV/Å) of the 2 atoms listed first:
O -2.14 -0.88 0.62
O 1.71 2.85 1.71


(8)
ORCA calculation (ωB97M-V/def2-TZVPD) on the molecule C18H19NO2.

molecular weight: 281.36 g/mol
orbital gap: 9.151 eV
SMILES: CC[C@@H]1Oc2ccccc2N(Cc2ccccc2C)C1=O
LUMO level: 0.030 Ha
energy: -902.569341 Ha
energy above the lowest of the compared OMol25 structures with the same formula, charge and spin: 9.16 kcal/mol

CARTESIAN COORDINATES (ANGSTROEM)
C -3.2383 0.4701 3.2182
C -1.8600 1.0375 2.9101
C -0.8816 -0.0596 2.4510
O 0.4599 0.3977 2.4842
C 0.7473 1.2926 1.4957
C 1.6770 2.2920 1.7350
C 1.9423 3.2394 0.7621
C 1.2478 3.2078 -0.4335
C 0.3375 2.1956 -0.6885
C 0.1096 1.1971 0.2503
N -0.7401 0.1021 0.0260
C -0.9807 -0.4305 -1.3155
C 0.0231 -1.5079 -1.6650
C -0.2087 -2.7884 -1.1723
C 0.6730 -3.8234 -1.4197
C 1.8043 -3.5878 -2.1796
C 2.0342 -2.3222 -2.6848
C 1.1609 -1.2683 -2.4399
C 1.4737 0.0773 -3.0252
C -1.2787 -0.5745 1.0743
O -2.0535 -1.5005 0.9379
H -3.9258 1.2718 3.4761
H -3.1848 -0.2230 4.0543
H -3.6326 -0.0661 2.3589
H -1.4381 1.5070 3.8021
H -1.9312 1.8025 2.1316
H -0.9207 -0.9002 3.1510
H 2.1749 2.3109 2.6911
H 2.6688 4.0142 0.9503
H 1.4149 3.9689 -1.1802
H -0.1994 2.2002 -1.6234
H -0.9674 0.3824 -2.0369
H -1.9812 -0.8718 -1.2924
H -1.0930 -2.9682 -0.5806
H 0.4744 -4.8078 -1.0235
H 2.5031 -4.3858 -2.3835
H 2.9149 -2.1427 -3.2855
H 1.6988 0.7970 -2.2394
H 2.3388 0.0088 -3.6803
H 0.6367 0.4559 -3.6107

Cartesian forces (eV/Å) of the 2 atoms listed first:
C 0.10 0.11 -0.10
C 0.11 -0.20 -0.06


What is the molecular weight in the fourth record? 105.12 g/mol